{"formula": "C22H55N9O8", "method": "ωB97M-V/def2-TZVPD", "smiles": "CCN(CC)CC.CC(N)=O.CC(N)=O.CC(N)=O.CC(N)=O.CC(N)=O.CC(N)=O.CC(N)=O.CC(N)=O", "multiplicity": 1, "homo_energy_ha": -0.2843, "symbols": ["C", "C", "N", "C", "C", "C", "C", "H", "H", "H", "H", "H", "H", "H", "H", "H", "H", "H", "H", "H", "H", "H", "C", "C", "N", "O", "H", "H", "H", "H", "H", "C", "C", "N", "O", "H", "H", "H", "H", "H", "C", "C", "N", "O", "H", "H", "H", "H", "H", "C", "C", "N", "O", "H", "H", "H", "H", "H", "C", "C", "N", "O", "H", "H", "H", "H", "H", "C", "C", "N", "O", "H", "H", "H", "H", "H", "C", "C", "N", "O", "H", "H", "H", "H", "H", "C", "C", "N", "O", "H", "H", "H", "H", "H"], "xyz": [[4.979, 6.020, -2.700], [5.244, 5.595, -4.150], [4.103, 5.419, -5.035], [3.210, 4.399, -4.409], [3.827, 2.978, -4.553], [4.199, 5.300, -6.592], [4.601, 6.651, -7.187], [4.196, 5.451, -2.198], [4.618, 7.044, -2.799], [5.905, 6.028, -2.124], [5.883, 6.276, -4.712], [5.877, 4.712, -4.058], [2.911, 4.629, -3.386], [2.220, 4.463, -4.859], [4.391, 2.657, -3.677], [2.998, 2.274, -4.625], [4.497, 2.895, -5.409], [3.310, 4.797, -6.974], [4.963, 4.536, -6.736], [5.350, 7.055, -6.506], [3.973, 7.509, -6.945], [4.874, 6.532, -8.235], [-4.656, 4.943, -2.239], [-3.327, 4.586, -2.798], [-2.331, 4.065, -2.076], [-3.175, 4.739, -3.978], [-5.296, 4.647, -3.070], [-4.839, 6.018, -2.218], [-4.932, 4.426, -1.320], [-1.460, 3.819, -2.525], [-2.380, 3.917, -1.079], [0.930, -1.759, -0.595], [1.028, -0.541, 0.259], [0.025, -0.038, 0.898], [2.081, -0.146, 0.494], [1.156, -2.735, -0.166], [1.768, -1.791, -1.291], [-0.143, -1.730, -0.790], [-0.911, -0.415, 0.923], [0.210, 0.758, 1.492], [-0.613, 0.828, 6.956], [-0.341, 2.255, 6.530], [-0.111, 3.141, 7.439], [-0.062, 2.474, 5.378], [0.018, 0.459, 7.764], [-0.488, 0.108, 6.147], [-1.622, 0.774, 7.363], [0.247, 4.081, 7.349], [-0.602, 2.862, 8.276], [-7.203, -0.459, 3.244], [-6.970, 0.074, 1.811], [-6.031, -0.459, 1.141], [-7.681, 0.913, 1.227], [-6.932, 0.178, 4.086], [-6.480, -1.244, 3.468], [-8.234, -0.790, 3.366], [-5.683, -1.336, 1.502], [-5.812, -0.109, 0.220], [-2.103, -5.100, 4.998], [-1.542, -4.247, 3.808], [-0.208, -4.268, 3.734], [-2.171, -3.599, 3.024], [-2.066, -4.476, 5.891], [-1.479, -5.977, 5.170], [-3.088, -5.566, 4.986], [0.188, -3.569, 3.123], [0.387, -4.975, 4.143], [-2.685, -6.144, -5.683], [-3.602, -5.609, -4.635], [-4.568, -6.301, -4.285], [-3.401, -4.479, -4.147], [-3.295, -6.434, -6.539], [-2.181, -7.026, -5.289], [-1.932, -5.448, -6.053], [-4.665, -7.242, -4.639], [-5.164, -5.783, -3.656], [5.839, 2.257, 7.000], [5.914, 1.542, 5.604], [4.916, 1.779, 4.702], [6.926, 0.800, 5.260], [4.962, 2.905, 7.016], [6.604, 2.919, 7.406], [5.604, 1.522, 7.769], [5.085, 1.360, 3.799], [4.035, 2.233, 4.898], [-0.394, -8.200, -0.313], [-1.287, -9.403, -0.057], [-2.490, -9.636, -0.583], [-0.920, -10.286, 0.653], [0.634, -8.562, -0.337], [-0.459, -7.546, 0.556], [-0.701, -7.903, -1.316], [-2.911, -8.912, -1.149], [-3.064, -10.361, -0.178]], "mulliken_charge": [-1.21, -0.35, 0.01, -0.79, -1.00, -0.45, -1.15, 0.29, 0.30, 0.36, 0.35, 0.30, 0.35, 0.43, 0.30, 0.36, 0.27, 0.40, 0.26, 0.24, 0.38, 0.34, -0.82, 0.58, -0.36, -0.61, 0.26, 0.25, 0.31, 0.21, 0.18, -1.00, 0.75, -0.37, -0.58, 0.24, 0.30, 0.30, 0.17, 0.20, -1.03, 0.67, -0.36, -0.62, 0.32, 0.26, 0.32, 0.23, 0.20, -0.89, 0.67, -0.32, -0.67, 0.27, 0.28, 0.24, 0.19, 0.23, -1.02, 0.75, -0.39, -0.61, 0.26, 0.31, 0.31, 0.21, 0.19, -1.08, 0.74, -0.34, -0.69, 0.33, 0.29, 0.27, 0.22, 0.27, -0.89, 0.64, -0.34, -0.64, 0.27, 0.29, 0.25, 0.22, 0.19, -0.73, 0.60, -0.39, -0.62, 0.25, 0.18, 0.29, 0.17, 0.23]}

{"formula": "C14H18F6N7O4S2Zn", "method": "ωB97M-V/def2-TZVPD", "multiplicity": 1, "homo_energy_ha": -0.4688, "total_charge": 1, "symbols": ["Zn", "C", "F", "F", "F", "S", "O", "O", "N", "S", "O", "O", "C", "F", "F", "F", "C", "C", "N", "H", "H", "H", "C", "C", "N", "H", "H", "H", "C", "C", "N", "H", "H", "H", "C", "C", "N", "H", "H", "H", "C", "C", "N", "H", "H", "H", "C", "C", "N", "H", "H", "H"], "xyz": [[8.559, 2.375, 12.247], [7.413, -3.257, 12.525], [7.906, -3.321, 13.763], [6.997, -4.415, 12.169], [6.368, -2.377, 12.439], [8.858, -2.865, 11.278], [9.569, -4.073, 10.992], [8.128, -2.244, 10.187], [9.646, -1.588, 12.294], [10.880, -2.300, 12.997], [11.616, -1.329, 13.720], [10.466, -3.524, 13.696], [12.141, -2.749, 11.522], [11.762, -2.123, 10.432], [13.409, -2.439, 11.839], [11.980, -4.051, 11.280], [16.344, 1.245, 19.649], [17.678, 0.945, 20.130], [18.673, 0.608, 20.603], [15.960, 2.209, 19.980], [15.565, 0.518, 19.881], [16.340, 1.204, 18.559], [1.738, 3.283, 8.230], [2.909, 2.996, 9.052], [3.917, 2.785, 9.717], [0.879, 2.781, 8.675], [1.861, 2.929, 7.206], [1.518, 4.345, 8.337], [10.067, -0.043, 5.077], [10.064, 0.821, 6.239], [10.087, 1.448, 7.230], [10.667, 0.415, 4.290], [9.019, -0.083, 4.780], [10.430, -1.032, 5.355], [3.742, -10.555, 12.889], [4.804, -11.460, 13.359], [5.679, -12.133, 13.782], [4.133, -10.079, 11.990], [3.550, -9.903, 13.741], [2.825, -11.088, 12.639], [18.126, 1.438, 6.153], [17.994, 2.835, 5.752], [17.850, 3.959, 5.432], [18.682, 1.468, 7.091], [18.690, 0.825, 5.450], [17.138, 0.984, 6.222], [11.542, -4.050, 20.290], [10.884, -4.599, 21.505], [10.465, -5.095, 22.452], [12.347, -3.480, 20.753], [10.930, -3.364, 19.704], [11.934, -4.899, 19.731]], "mulliken_charge": [0.87, 0.77, -0.17, -0.17, -0.18, 0.87, -0.41, -0.54, -0.24, 1.11, -0.60, -0.44, 0.69, -0.21, -0.18, -0.17, -0.76, 0.32, -0.32, 0.26, 0.25, 0.25, -0.69, 0.34, -0.43, 0.26, 0.27, 0.26, -0.66, 0.32, -0.43, 0.27, 0.25, 0.26, -0.66, 0.28, -0.36, 0.24, 0.24, 0.26, -0.70, 0.30, -0.36, 0.24, 0.27, 0.24, -0.64, 0.24, -0.33, 0.22, 0.26, 0.24]}

{"formula": "C4H9NO4", "method": "ωB97M-V/def2-TZVPD", "smiles": "CO[C@](C)(O)N(O)C=O", "multiplicity": 1, "homo_energy_ha": -0.3313, "relative_energy_ev": 3.994, "symbols": ["C", "O", "C", "C", "O", "N", "O", "C", "O", "H", "H", "H", "H", "H", "H", "H", "H", "H"], "xyz": [[0.855, -1.555, -0.839], [0.676, -0.939, 0.423], [0.383, 0.646, 0.541], [0.974, 1.496, -0.547], [0.848, 0.996, 1.762], [-1.041, 0.543, 0.528], [-1.701, 1.129, -0.565], [-1.503, -0.796, 0.809], [-2.478, -1.196, 0.199], [1.630, -1.051, -1.423], [1.212, -2.569, -0.654], [-0.085, -1.542, -1.397], [2.057, 1.426, -0.487], [0.609, 1.186, -1.521], [0.661, 2.525, -0.382], [0.542, 0.372, 2.434], [-2.471, 0.520, -0.654], [-1.167, -1.193, 1.774]], "mulliken_charge": [-0.67, -0.46, 0.82, -1.62, -0.47, 0.11, -0.45, 0.29, -0.59, 0.27, 0.24, 0.31, 0.37, 0.42, 0.43, 0.35, 0.34, 0.31]}

{"formula": "C32H26BrN5O2Sn", "method": "ωB97M-V/def2-TZVPD", "multiplicity": 1, "homo_energy_ha": -0.4772, "total_charge": 2, "relative_energy_ev": 0.000, "symbols": ["Sn", "O", "C", "C", "C", "C", "C", "C", "C", "O", "N", "N", "C", "C", "C", "C", "C", "C", "N", "H", "H", "H", "H", "H", "H", "H", "H", "H", "H", "Br", "C", "C", "C", "C", "C", "C", "N", "C", "C", "C", "C", "C", "C", "N", "H", "H", "H", "H", "H", "H", "H", "H", "H", "C", "C", "C", "C", "C", "C", "C", "H", "H", "H", "H", "H", "H", "H"], "xyz": [[0.491, 0.398, -1.736], [-0.937, 1.225, 2.772], [-0.457, 0.119, 3.415], [-0.730, 0.018, 4.789], [-0.192, -1.031, 5.498], [0.519, -2.045, 4.819], [0.697, -2.016, 3.459], [0.272, -0.868, 2.718], [0.559, -0.659, 1.298], [0.014, 0.306, 0.634], [1.351, -1.633, 0.649], [0.824, -1.822, -0.652], [-0.214, -2.646, -0.772], [-1.139, -2.398, -1.853], [-2.375, -3.146, -1.953], [-3.286, -2.914, -2.947], [-3.165, -1.755, -3.853], [-1.953, -0.846, -3.499], [-0.899, -1.331, -2.636], [-0.661, 1.054, 1.788], [-1.344, 0.762, 5.286], [-0.308, -1.107, 6.571], [0.914, -2.832, 5.445], [1.171, -2.842, 2.951], [-0.376, -3.489, -0.079], [-2.542, -3.879, -1.181], [-4.110, -3.612, -3.102], [-3.199, -2.016, -4.944], [-1.474, -0.376, -4.387], [-5.780, -0.537, -5.796], [-4.537, 0.298, -4.653], [-4.120, 1.588, -4.887], [-3.120, 2.206, -4.119], [-2.511, 1.547, -3.049], [-2.902, 0.169, -2.767], [-4.112, -0.506, -3.445], [-1.417, 1.959, -2.289], [-1.218, 3.241, -2.103], [-0.124, 3.703, -1.300], [-0.050, 5.046, -0.928], [1.027, 5.517, -0.200], [2.045, 4.622, 0.125], [1.944, 3.289, -0.304], [0.885, 2.817, -0.963], [-4.626, 2.129, -5.673], [-2.769, 3.205, -4.369], [-2.851, -0.090, -1.692], [-4.971, -0.798, -2.821], [-1.979, 3.920, -2.524], [-0.862, 5.691, -1.243], [1.088, 6.553, 0.105], [2.882, 4.931, 0.722], [2.735, 2.578, -0.034], [2.833, -1.606, 0.534], [3.596, -1.565, 1.827], [3.568, -0.408, 2.627], [4.224, -0.432, 3.863], [4.988, -1.529, 4.232], [5.127, -2.620, 3.382], [4.427, -2.625, 2.188], [3.113, -2.526, 0.025], [3.088, -0.807, -0.191], [2.997, 0.475, 2.338], [4.160, 0.420, 4.518], [5.533, -1.493, 5.164], [5.705, -3.491, 3.670], [4.533, -3.489, 1.535]], "mulliken_charge": [1.04, -0.69, 0.48, -0.67, -0.37, -0.92, -0.36, 0.16, 0.49, -0.69, 1.13, -0.77, -0.50, 1.16, -1.07, -0.83, -0.28, -0.25, -0.40, 0.27, 0.47, 0.46, 0.45, 0.46, 0.48, 0.44, 0.51, 0.62, 0.60, -0.04, -0.62, -0.75, -0.48, -0.23, 0.17, 0.04, 0.12, -0.11, 0.18, -0.74, -0.36, -0.76, -0.18, -0.03, 0.45, 0.45, 0.49, 0.60, 0.46, 0.43, 0.47, 0.42, 0.44, -0.79, 0.61, 0.00, -0.74, -0.52, -0.66, -0.50, 0.49, 0.28, 0.36, 0.46, 0.43, 0.41, 0.34]}

{"formula": "C33H39BO3S", "method": "ωB97M-V/def2-TZVPD", "smiles": "Cc1ccc(C(B2OC(C)(C)C(C)(C)O2)c2ccc(C)cc2)cc1.COc1ccc(-c2ccc(C)s2)cc1", "multiplicity": 1, "homo_energy_ha": -0.2568, "relative_energy_ev": 1.019, "symbols": ["C", "C", "C", "C", "C", "C", "B", "O", "C", "C", "C", "C", "C", "C", "O", "C", "C", "C", "C", "C", "C", "C", "C", "C", "H", "H", "H", "H", "H", "H", "H", "H", "H", "H", "H", "H", "H", "H", "H", "H", "H", "H", "H", "H", "H", "H", "H", "H", "H", "H", "H", "C", "O", "C", "C", "C", "C", "C", "C", "C", "C", "C", "S", "C", "C", "H", "H", "H", "H", "H", "H", "H", "H", "H", "H", "H", "H"], "xyz": [[3.226, 0.147, -5.471], [2.662, 0.369, -4.104], [3.296, -0.186, -2.991], [2.780, 0.010, -1.712], [1.586, 0.707, -1.517], [1.055, 0.824, -0.104], [-0.425, 0.413, -0.044], [-1.116, 0.542, 1.139], [-2.461, 0.838, 0.699], [-3.368, -0.015, 1.548], [-2.714, 2.290, 1.046], [-2.429, 0.501, -0.863], [-3.516, -0.438, -1.303], [-2.346, 1.747, -1.749], [-1.141, -0.151, -1.078], [0.983, 2.217, 0.476], [0.701, 2.367, 1.843], [0.351, 3.584, 2.388], [0.241, 4.721, 1.565], [-0.197, 6.022, 2.134], [0.621, 4.613, 0.232], [1.023, 3.388, -0.300], [0.997, 1.338, -2.626], [1.556, 1.198, -3.900], [2.632, 0.670, -6.218], [4.254, 0.514, -5.524], [3.240, -0.915, -5.727], [4.189, -0.789, -3.128], [3.269, -0.442, -0.849], [1.593, 0.137, 0.567], [-4.417, 0.215, 1.327], [-3.175, -1.082, 1.396], [-3.187, 0.209, 2.608], [-3.728, 2.594, 0.756], [-2.630, 2.420, 2.135], [-2.005, 2.975, 0.563], [-4.488, 0.056, -1.200], [-3.396, -0.701, -2.359], [-3.529, -1.355, -0.707], [-3.270, 2.331, -1.781], [-1.539, 2.432, -1.432], [-2.133, 1.432, -2.779], [0.693, 1.487, 2.492], [0.118, 3.671, 3.452], [-0.811, 6.571, 1.414], [-0.767, 5.858, 3.051], [0.678, 6.633, 2.381], [0.592, 5.495, -0.413], [1.317, 3.331, -1.344], [0.081, 1.929, -2.538], [1.113, 1.712, -4.756], [4.954, -3.891, -0.049], [4.424, -3.165, 1.077], [3.165, -2.675, 0.952], [2.638, -1.993, 2.085], [1.299, -1.712, 2.097], [0.478, -2.227, 1.065], [-0.835, -2.689, 1.344], [-1.659, -3.440, 0.491], [-2.692, -4.104, 1.202], [-2.724, -3.745, 2.537], [-3.563, -4.343, 3.596], [-1.514, -2.583, 2.956], [1.068, -2.483, -0.190], [2.394, -2.844, -0.231], [5.934, -4.221, 0.289], [4.305, -4.744, -0.291], [5.039, -3.219, -0.914], [3.325, -1.757, 2.903], [0.826, -1.119, 2.878], [-1.473, -3.526, -0.572], [-3.421, -4.808, 0.770], [-4.053, -5.224, 3.171], [-2.954, -4.636, 4.464], [-4.312, -3.599, 3.894], [0.437, -2.441, -1.077], [2.853, -3.243, -1.142]], "mulliken_charge": [-1.62, 1.07, -1.04, -0.56, 0.26, 1.67, -0.04, -0.11, 1.78, -1.98, -1.77, 2.08, -1.93, -1.79, -0.68, -0.37, -0.42, -0.91, 1.14, -1.67, -1.13, -0.11, 0.03, -1.38, 0.35, 0.35, 0.34, 0.42, 0.62, -0.07, 0.38, 0.04, 0.50, 0.37, 0.34, 0.23, 0.36, 0.47, 0.23, 0.41, 0.25, 0.38, 0.23, 0.36, 0.38, 0.37, 0.33, 0.37, 0.56, 0.29, 0.30, -0.76, -0.48, 0.97, -1.02, -0.62, 0.03, 1.23, -0.27, -0.96, 0.88, -1.29, -0.23, -0.78, -0.46, 0.26, 0.32, 0.25, 0.46, 0.43, 0.46, 0.33, 0.38, 0.30, 0.27, 0.25, 0.39]}

Question: What is the multiplicity in the first record?
Answer: 1